{
  "formula": "CH3N3O4",
  "method": "ωB97M-V/def2-TZVPD",
  "total_energy_ev": -13737.9832,
  "homo_ev": [-9.13, -9.12],
  "charge": 0,
  "max_force_ha_per_bohr": 0.12234,
  "lumo_ev": [-1.222, -1.223],
  "molar_mass_g_mol": 121.05,
  "orbital_gap_ev": [7.9, 7.9],
  "e_above_lowest_kj_mol": 352.3,
  "elements": ["C", "N", "N", "N", "O", "O", "O", "O", "H", "H", "H"],
  "xyz": [[-0.964, -0.035, 0.822], [1.943, -0.208, -0.706], [1.471, 0.770, 0.086], [-2.085, -0.181, -0.007], [-0.545, -0.373, 1.865], [-2.117, -1.120, -0.768], [-2.883, 0.695, 0.016], [0.181, 0.976, -0.143], [1.663, -1.151, -0.486], [1.501, -0.143, -1.705], [1.835, 0.770, 1.027]],
  "lowdin_charge": [-0.175, -0.006, -0.212, -0.387, 0.218, 0.137, 0.169, -0.086, 0.063, 0.141, 0.138]
}

---

{
  "formula": "C26H35N2O3PPdSi",
  "method": "ωB97M-V/def2-TZVPD",
  "total_energy_ev": -57300.2133,
  "homo_ev": -7.70,
  "charge": 0,
  "max_force_ha_per_bohr": 0.01834,
  "lumo_ev": 0.304,
  "molar_mass_g_mol": 589.06,
  "orbital_gap_ev": 8.0,
  "e_above_lowest_kj_mol": 59.5,
  "elements": ["Pd", "C", "O", "C", "O", "N", "N", "H", "H", "H", "H", "H", "H", "C", "C", "C", "C", "C", "C", "C", "P", "C", "C", "C", "C", "C", "C", "C", "C", "C", "C", "C", "C", "C", "C", "H", "H", "H", "H", "H", "H", "H", "H", "H", "H", "H", "H", "H", "H", "H", "H", "H", "H", "H", "H", "C", "Si", "C", "C", "O", "H", "H", "H", "H", "H", "H", "H", "H", "H"],
  "xyz": [[-0.166, -0.568, -0.302], [-3.633, -5.076, 1.281], [-2.489, -4.733, 0.510], [-1.724, -3.652, 0.808], [-0.834, -3.342, 0.061], [-2.063, -2.998, 1.974], [-1.256, -1.923, 2.399], [-4.066, -5.940, 0.793], [-4.372, -4.273, 1.284], [-3.367, -5.357, 2.303], [-2.780, -3.357, 2.574], [-0.651, -2.209, 3.158], [-1.808, -1.121, 2.666], [0.640, 0.613, 3.447], [2.087, 0.835, 3.078], [3.074, 0.835, 4.061], [4.411, 1.050, 3.751], [4.779, 1.270, 2.429], [3.805, 1.268, 1.442], [2.465, 1.054, 1.749], [1.198, 0.998, 0.421], [2.178, 1.423, -1.054], [2.251, 2.735, -1.524], [2.984, 3.035, -2.661], [3.659, 2.026, -3.331], [3.590, 0.720, -2.871], [2.847, 0.390, -1.741], [2.740, -1.043, -1.304], [0.136, 2.445, 0.738], [0.517, 3.644, 1.332], [-0.418, 4.647, 1.524], [-1.727, 4.446, 1.117], [-2.108, 3.245, 0.530], [-1.180, 2.229, 0.344], [-1.569, 0.869, -0.223], [0.553, 0.243, 4.469], [0.184, -0.102, 2.759], [0.054, 1.537, 3.370], [2.784, 0.662, 5.092], [5.157, 1.042, 4.535], [5.815, 1.440, 2.163], [4.094, 1.440, 0.414], [1.724, 3.529, -1.010], [3.026, 4.058, -3.020], [4.237, 2.252, -4.219], [4.111, -0.069, -3.405], [3.535, -1.647, -1.745], [1.793, -1.477, -1.636], [2.809, -1.156, -0.221], [1.547, 3.783, 1.653], [-0.133, 5.583, 1.990], [-2.459, 5.229, 1.269], [-3.139, 3.089, 0.226], [-1.966, 0.978, -1.223], [-2.338, 0.438, 0.416], [-3.740, -1.912, -1.576], [-2.260, -1.694, -2.761], [-2.127, -3.255, -3.789], [-2.705, -0.253, -3.930], [-0.874, -1.401, -2.023], [-4.631, -2.206, -2.147], [-3.976, -0.983, -1.045], [-3.552, -2.705, -0.829], [-3.059, -3.466, -4.338], [-1.902, -4.119, -3.147], [-1.314, -3.169, -4.521], [-3.629, -0.487, -4.478], [-1.913, -0.080, -4.666], [-2.859, 0.694, -3.391]],
  "lowdin_charge": [0.730, -0.074, -0.030, -0.582, 0.072, 0.005, 0.031, 0.095, 0.095, 0.091, 0.113, 0.088, 0.081, -0.058, -0.266, -0.048, -0.076, -0.077, -0.077, -0.286, 0.995, -0.307, -0.069, -0.081, -0.077, -0.042, -0.278, -0.065, -0.330, -0.092, -0.087, -0.077, -0.038, -0.283, -0.185, 0.079, 0.023, 0.086, 0.109, 0.103, 0.104, 0.102, 0.097, 0.104, 0.104, 0.113, 0.086, 0.062, 0.067, 0.117, 0.104, 0.103, 0.117, 0.044, 0.061, -0.160, 0.223, -0.178, -0.181, -0.472, 0.026, 0.013, 0.005, 0.026, 0.026, 0.026, 0.021, 0.022, 0.010]
}

---

{
  "formula": "C52H52ClEuN5OPS",
  "method": "ωB97M-V/def2-TZVPD",
  "s_squared": 15.760,
  "total_energy_ev": -116237.2464,
  "homo_ev": [-8.57, -8.78],
  "charge": 1,
  "spin_multiplicity": 8,
  "max_force_ha_per_bohr": 0.02257,
  "lumo_ev": [-2.092, -2.094],
  "molar_mass_g_mol": 1013.48,
  "orbital_gap_ev": [6.5, 6.7],
  "e_above_lowest_kj_mol": 0.0,
  "elements": ["Eu", "C", "N", "C", "C", "C", "C", "C", "C", "N", "C", "C", "C", "C", "C", "C", "N", "C", "C", "C", "C", "C", "N", "H", "H", "H", "H", "H", "H", "H", "H", "H", "H", "H", "H", "H", "H", "H", "H", "H", "H", "Cl", "C", "C", "C", "C", "C", "C", "P", "C", "C", "C", "C", "C", "C", "C", "C", "C", "C", "C", "C", "H", "H", "H", "H", "H", "H", "H", "H", "H", "H", "H", "H", "H", "H", "C", "S", "O", "C", "C", "C", "C", "C", "C", "H", "H", "H", "H", "H", "H", "H", "H", "C", "N", "C", "C", "C", "C", "C", "C", "C", "C", "H", "H", "H", "H", "H", "H", "H", "H", "H", "H", "H", "H"],
  "xyz": [[11.942, 11.483, 13.096], [9.287, 11.385, 10.721], [9.812, 10.380, 11.663], [8.767, 9.890, 12.578], [8.531, 10.743, 13.801], [7.265, 10.753, 14.405], [7.033, 11.475, 15.570], [8.102, 12.192, 16.094], [9.329, 12.106, 15.456], [9.548, 11.414, 14.339], [10.347, 9.232, 10.927], [11.502, 9.574, 10.007], [11.560, 9.108, 8.698], [12.684, 9.380, 7.921], [13.709, 10.099, 8.494], [13.553, 10.559, 9.797], [12.466, 10.340, 10.533], [9.001, 12.704, 11.388], [7.759, 13.336, 11.357], [7.551, 14.536, 12.030], [8.610, 15.058, 12.749], [9.809, 14.356, 12.749], [10.009, 13.216, 12.097], [8.401, 11.007, 10.182], [10.062, 11.554, 9.959], [9.065, 8.910, 12.938], [7.802, 9.737, 12.076], [6.469, 10.167, 13.968], [6.062, 11.525, 16.031], [8.011, 12.774, 16.989], [10.200, 12.592, 15.888], [9.548, 8.740, 10.348], [10.729, 8.521, 11.663], [10.731, 8.542, 8.302], [12.768, 9.023, 6.903], [14.607, 10.334, 7.959], [14.343, 11.091, 10.283], [6.965, 12.858, 10.807], [6.615, 15.047, 12.008], [8.521, 15.965, 13.309], [10.664, 14.680, 13.323], [12.175, 10.606, 16.314], [12.710, 11.828, 17.455], [12.687, 11.432, 18.780], [13.178, 12.293, 19.763], [13.598, 13.567, 19.440], [13.584, 13.967, 18.107], [13.171, 13.098, 17.086], [13.193, 13.568, 15.305], [14.915, 13.129, 14.848], [15.617, 12.100, 15.493], [16.935, 11.820, 15.137], [17.552, 12.552, 14.139], [16.845, 13.539, 13.457], [15.521, 13.796, 13.796], [13.259, 15.388, 15.398], [12.054, 16.079, 15.377], [12.015, 17.455, 15.534], [13.193, 18.155, 15.736], [14.405, 17.478, 15.776], [14.444, 16.104, 15.608], [12.347, 10.428, 19.019], [13.208, 11.976, 20.787], [13.939, 14.258, 20.200], [13.915, 14.968, 17.851], [15.157, 11.552, 16.296], [17.459, 11.054, 15.634], [18.583, 12.380, 13.857], [17.317, 14.105, 12.670], [14.944, 14.530, 13.250], [11.125, 15.546, 15.231], [11.078, 17.980, 15.509], [13.148, 19.220, 15.873], [15.339, 18.014, 15.914], [15.379, 15.574, 15.630], [14.351, 15.143, 10.429], [13.418, 13.618, 10.420], [13.154, 13.407, 11.887], [11.899, 14.168, 9.654], [11.473, 13.441, 8.548], [10.312, 13.831, 7.892], [9.587, 14.921, 8.369], [10.019, 15.616, 9.494], [11.197, 15.267, 10.132], [13.881, 15.793, 11.167], [14.403, 15.611, 9.449], [15.350, 14.881, 10.777], [12.065, 12.602, 8.212], [9.983, 13.316, 7.005], [8.716, 15.245, 7.840], [9.436, 16.432, 9.873], [11.556, 15.800, 10.997], [14.821, 7.766, 11.330], [15.807, 8.246, 12.286], [16.448, 7.118, 12.936], [15.244, 9.158, 13.296], [14.028, 8.613, 14.048], [14.218, 7.756, 15.143], [13.156, 7.141, 15.802], [11.888, 7.419, 15.318], [11.719, 8.325, 14.272], [12.749, 8.997, 13.598], [15.297, 7.079, 10.634], [14.432, 8.609, 10.765], [13.993, 7.238, 11.817], [16.928, 6.491, 12.172], [15.732, 6.482, 13.507], [17.229, 7.479, 13.612], [14.941, 10.101, 12.807], [16.048, 9.370, 14.009], [15.222, 7.574, 15.470], [13.345, 6.491, 16.637], [11.021, 6.925, 15.735], [10.670, 8.544, 14.028]],
  "mulliken_spin": [6.928, 0.027, -0.057, 0.020, 0.001, 0.002, 0.001, -0.001, 0.004, 0.006, 0.014, 0.003, -0.001, 0.001, 0.000, 0.016, -0.026, 0.000, 0.000, 0.001, 0.005, 0.010, -0.022, -0.001, -0.002, -0.003, 0.000, 0.000, 0.000, 0.000, -0.010, 0.000, -0.003, 0.000, 0.000, 0.000, -0.006, 0.000, 0.000, 0.000, -0.001, 0.004, -0.006, 0.000, 0.000, 0.000, -0.001, -0.008, 0.047, -0.007, 0.002, 0.002, 0.001, 0.001, 0.000, -0.001, 0.002, 0.001, 0.000, 0.000, 0.001, 0.000, 0.000, 0.000, 0.000, -0.001, 0.000, 0.000, 0.000, 0.001, 0.000, 0.000, 0.000, 0.000, -0.001, 0.000, -0.002, 0.028, 0.001, 0.000, 0.000, 0.000, 0.000, 0.002, 0.000, 0.000, 0.000, 0.000, 0.000, 0.000, 0.000, -0.001, 0.001, 0.001, 0.000, -0.008, 0.006, -0.002, 0.001, 0.005, 0.020, 0.004, 0.000, 0.000, 0.000, 0.000, 0.000, 0.000, 0.008, 0.001, 0.000, 0.000, 0.000, -0.004]
}

---

{
  "formula": "C2H3NO2",
  "method": "ωB97M-V/def2-TZVPD",
  "total_energy_ev": -7698.9655,
  "homo_ev": -8.42,
  "charge": 0,
  "max_force_ha_per_bohr": 0.06545,
  "lumo_ev": 0.221,
  "molar_mass_g_mol": 73.05,
  "orbital_gap_ev": 8.6,
  "e_above_lowest_kj_mol": 856.5,
  "elements": ["C", "C", "N", "O", "O", "H", "H", "H"],
  "xyz": [[-0.282, 1.800, 0.216], [1.072, -0.184, -0.243], [0.296, 0.787, -0.142], [2.299, -0.526, -0.656], [1.694, -1.037, 0.584], [-1.300, 2.084, -0.137], [-2.198, -1.746, 0.320], [-1.582, -1.177, 0.058]],
  "lowdin_charge": [0.077, -0.457, 0.042, 0.130, 0.118, 0.042, 0.044, 0.004]
}